Entry 1:
The following is a DFT calculation (the ωB97M-V functional and the def2-TZVPD basis) of C30H44GdI2N3OSi as an isolated structure in a non-equilibrium geometry.

Each line ends with the Mulliken charge.
Atoms and positions in Å:
Gd  -0.1377  -0.0031  -0.0462  -0.07
C  -1.9703  -0.4666  2.2173  0.83
C  -0.6778  -0.3367  2.7079  1.19
C  -0.3067  1.0020  2.4001  0.00
C  -1.4736  1.6425  1.7059  1.07
C  -2.4711  0.6739  1.5975  0.46
C  -3.9017  0.8806  1.2781  -1.85
C  -1.5772  3.0771  1.3988  -1.75
C  0.9413  1.7527  2.8844  -1.34
C  0.0702  -1.1094  3.7520  -1.68
C  -2.7108  -1.7292  2.4995  -1.80
H  -4.3334  0.2007  0.5634  0.35
H  -4.0901  1.8435  0.8264  0.42
H  -4.5259  0.9180  2.1960  0.38
H  -0.6560  3.6310  1.3608  0.42
H  -2.0715  3.6254  2.2293  0.31
H  -2.0135  3.1257  0.4100  0.41
H  0.8370  2.6349  2.2360  0.30
H  1.9596  1.2793  2.7629  -0.05
H  0.8944  2.2444  3.8777  0.33
H  1.0956  -1.2848  3.3418  0.03
H  -0.2662  -2.0571  3.9550  0.58
H  0.1517  -0.6236  4.7477  0.28
H  -3.1815  -2.1578  1.6068  0.21
H  -3.5206  -1.4581  3.2031  0.44
H  -2.0445  -2.5071  2.9161  0.31
I  1.7572  4.8491  -1.4558  0.04
C  -0.1317  4.1268  -1.8683  -0.42
C  -1.0828  5.0833  -2.3288  -0.49
C  -2.3417  4.6686  -2.6103  -0.11
I  -3.8480  5.9121  -3.2213  0.12
C  -2.6492  3.2672  -2.4613  0.65
C  -3.8759  2.7189  -2.8628  -1.31
C  -4.1580  1.3729  -2.6038  -1.53
C  -3.2176  0.6486  -1.8688  -0.89
N  -2.0244  1.1397  -1.5667  1.51
C  -1.6875  2.4021  -1.8596  -0.58
C  -0.3937  2.8349  -1.4782  1.30
O  0.3602  2.0039  -0.8864  -0.10
H  -0.7872  6.1078  -2.5236  0.41
H  -4.6930  3.3031  -3.2345  0.16
H  -5.1540  0.9471  -2.8292  0.36
H  -3.4136  -0.3404  -1.5747  0.61
C  1.9443  0.0538  -2.6694  -1.33
N  0.5371  -0.3677  -2.7646  1.48
C  -0.1373  0.4283  -3.8133  -1.65
C  0.5204  -1.7418  -3.1580  -1.20
C  0.6583  -2.7040  -1.9723  -1.10
N  -0.4347  -2.4796  -0.9891  1.00
C  -1.7041  -2.5635  -1.5617  -1.07
C  -0.3037  -3.3381  0.1422  -1.14
H  2.4507  0.1614  -3.6308  0.46
H  2.5295  -0.6767  -2.1424  0.45
H  2.0726  1.0431  -2.1586  0.05
H  0.4416  0.4064  -4.7380  0.38
H  -0.1779  1.4167  -3.4685  0.45
H  -1.0908  0.0293  -3.9820  0.40
H  1.3631  -1.9251  -3.8535  0.44
H  -0.4477  -1.9549  -3.6541  0.50
H  1.5846  -2.5136  -1.5126  0.34
H  0.5707  -3.7440  -2.2897  0.50
H  -1.8799  -3.5164  -2.2107  0.22
H  -1.8570  -1.7351  -2.3110  0.13
H  -2.4462  -2.4287  -0.8455  0.33
H  -0.7613  -4.2814  -0.0651  0.46
H  -0.8771  -2.8574  0.9430  0.16
H  0.7378  -3.4704  0.3526  0.35
C  5.6857  -2.4571  0.6451  -1.02
Si  4.4760  -1.8132  1.9781  0.05
C  5.2983  -0.3587  2.6844  -1.06
C  3.8534  -2.9192  3.3231  -1.10
C  2.9436  -1.2601  1.0645  -0.36
C  1.9986  -1.0363  0.3304  0.44
H  6.5329  -2.9200  1.2239  0.30
H  6.1078  -1.5458  0.2008  0.31
H  5.3893  -3.1573  -0.1820  0.30
H  5.7446  -0.6604  3.5895  0.41
H  4.5698  0.4694  3.0079  0.25
H  6.1822  0.0931  2.1810  0.32
H  4.7067  -3.1415  4.0641  0.31
H  3.5043  -3.8230  2.9407  0.37
H  3.0351  -2.5546  3.9071  0.37

Forces on the atoms, in the same order (eV/Å):
Gd -0.85 -0.37 0.13
C -0.09 -2.82 -0.09
C 0.54 2.13 0.43
C -0.58 0.76 -0.05
C 3.08 -0.90 1.64
C 0.36 0.18 0.29
C -0.74 0.75 0.23
C -0.28 0.50 0.47
C -0.37 0.85 -0.88
C 2.09 1.40 -0.87
C -0.78 -0.11 0.01
H -0.15 -0.68 -0.02
H 0.25 0.51 -0.23
H 0.32 -0.41 -0.36
H 0.85 -0.21 -0.29
H -0.58 -0.29 -0.80
H -0.74 0.88 0.09
H 1.05 0.03 -0.01
H -1.30 0.26 -0.07
H -0.26 -0.85 -0.09
H -0.43 0.32 0.58
H -1.25 -2.36 0.26
H -0.08 0.20 -0.76
H -0.12 0.00 0.09
H 0.19 -0.64 -0.10
H -0.51 0.45 -0.01
I 0.32 0.02 0.01
C 0.78 5.30 -0.59
C 2.86 -0.68 0.60
C -1.33 -1.68 -0.01
I 0.08 0.60 -0.10
C -0.78 -0.10 -0.39
C 0.28 0.24 0.25
C 0.23 -1.75 1.27
C -2.13 1.42 -2.09
N 1.81 -0.82 1.22
C -1.66 0.20 -0.42
C -2.11 -2.65 -0.23
O 1.01 0.80 0.28
H 0.16 -0.17 0.18
H 0.09 0.45 -0.28
H 0.82 0.24 0.11
H -0.30 -1.16 0.39
C 0.48 1.32 0.36
N 0.51 1.02 -0.07
C 1.82 -0.79 0.44
C -0.34 -1.73 -0.37
C -1.84 0.42 -0.64
N 2.07 1.40 -0.53
C -0.78 -0.21 -4.18
C -0.50 0.31 0.65
H -0.36 -0.06 -0.55
H 0.06 -0.23 0.54
H -0.33 -0.92 -0.29
H 0.08 -0.10 -0.21
H -0.25 1.42 0.18
H -1.51 -0.33 -0.21
H -0.47 -0.24 -0.07
H 0.75 0.06 -0.08
H 1.10 -0.07 0.89
H 0.27 -0.20 -0.35
H 0.17 1.01 1.29
H 0.11 -0.65 0.78
H -1.46 -0.16 1.38
H -0.29 -1.07 -0.10
H 0.44 -0.40 0.39
H 0.45 0.05 0.60
C 0.56 -0.81 0.59
Si -1.22 0.16 -2.04
C -0.01 2.61 0.39
C 2.46 0.28 1.62
C 1.19 -0.55 0.43
C -0.79 0.65 0.00
H -0.53 0.21 -0.66
H -0.18 -0.19 -0.04
H 0.01 0.65 1.02
H 0.52 -0.56 1.55
H 0.99 -1.12 -0.71
H -0.94 -0.19 -0.28
H -1.18 0.15 -1.02
H -0.40 -1.79 -0.78
H -0.44 0.78 0.27

**M**: 901.846 g mol⁻¹
**2S+1**: 8
**Maximum force**: 5.4 eV/A
**Orbital gap (alpha / beta)**: 4.6 / 4.6 eV
**Charge**: 0
**E_LUMO (alpha / beta)**: -0.41 / -2.59 eV
**Expectation value of S²**: 15.891
**Relative energy (zero: lowest compared OMol25 entry of this formula, charge and spin)**: 6.7630 eV

---

Entry 2:
The following is a DFT calculation (the ωB97M-V functional and the def2-TZVPD basis) of a 2-piece molecular cluster, CH8N3O overall in a non-equilibrium geometry.

Each line ends with the Mulliken charge.
Atoms and positions in Å:
N  0.3569  -1.3478  0.6598  -0.27
C  0.0133  0.0141  0.6949  0.73
N  1.0059  0.9477  0.5880  -0.15
N  -1.2591  0.4240  0.9374  -0.37
H  -0.2376  -1.9636  0.1280  0.35
H  1.3547  -1.5398  0.5115  0.31
H  0.7942  1.9042  0.8924  0.31
H  1.9258  0.6570  0.3796  0.27
H  -1.9551  -0.2771  1.0275  0.27
H  -1.6212  1.3155  0.6224  0.28
H  0.6714  -0.2130  -2.3074  0.38
H  -0.8973  0.2184  -2.3710  0.38
O  -0.1520  -0.1396  -1.7630  -0.49

Forces on the atoms, in the same order (eV/Å):
N 0.78 3.17 -1.01
C -1.75 -0.41 0.80
N -2.31 -0.84 0.67
N 2.71 -0.76 -0.85
H -0.78 -0.61 0.25
H -0.27 -0.23 0.47
H 0.33 0.03 -0.38
H 1.54 -0.05 -0.21
H -0.76 -0.77 0.33
H 0.30 0.30 0.19
H -0.90 0.02 -0.04
H 1.67 -0.91 0.92
O -0.56 1.05 -1.15

**M**: 78.095 g mol⁻¹
**2S+1**: 2
**Maximum force**: 3.4 eV/A
**Orbital gap (alpha / beta)**: 12.6 / 5.7 eV
**Charge**: +2
**E_LUMO (alpha / beta)**: -9.16 / -15.38 eV
**Expectation value of S²**: 0.779
**Relative energy (zero: lowest compared OMol25 entry of this formula, charge and spin)**: 1.4602 eV

---

Entry 3:
The following is a DFT calculation (the ωB97M-V functional and the def2-TZVPD basis) of C23H40Cl3CrN4O3Si as an isolated structure in a non-equilibrium geometry.

Each line ends with the Mulliken charge.
Atoms and positions in Å:
C  -2.0785  2.1451  -6.2667  -1.56
C  -0.8548  2.5923  -6.9844  0.67
H  -2.6423  3.0386  -5.9719  0.33
H  -1.8417  1.5690  -5.3680  0.04
H  -2.7010  1.5383  -6.9417  0.37
C  -0.9531  3.4851  -8.0010  -0.04
C  -2.2081  4.1543  -8.4193  -1.55
H  -0.1046  3.7664  -8.6153  0.52
H  -2.7515  4.6481  -7.5988  0.28
H  -2.9266  3.4792  -8.9101  0.31
H  -1.9431  4.9359  -9.1432  0.38
Cr  0.9468  -0.3896  -3.4426  0.36
Cl  -1.1071  -1.3606  -3.5836  -0.73
Cl  1.7734  -1.2193  -5.4616  -0.61
C  3.9524  -0.9995  -3.0292  -0.14
O  2.9638  -0.3713  -2.5793  0.00
N  5.2202  -0.6581  -2.7250  0.20
C  5.4754  0.4170  -1.7679  -0.77
C  6.3291  -1.1452  -3.5369  -0.87
H  3.8568  -1.8534  -3.7177  0.32
H  4.9121  0.2414  -0.8416  0.23
H  5.2214  1.4052  -2.1872  0.24
H  6.5519  0.3786  -1.5689  0.35
H  6.1850  -2.2178  -3.7114  0.33
H  7.2517  -0.9511  -2.9703  0.28
H  6.3846  -0.6270  -4.5141  0.31
H  -3.6067  3.2559  0.0699  0.28
H  -1.9388  4.4244  -1.9632  0.41
C  -3.4278  4.2921  0.4026  -0.82
C  -1.9048  5.2654  -1.2687  -0.98
N  -2.0912  4.7590  0.0779  0.13
H  -3.5505  4.3354  1.4955  0.33
C  -1.0170  4.2588  0.7653  -0.05
O  0.1383  4.2776  0.3516  -0.53
H  -0.9551  5.7848  -1.3382  0.34
H  -1.2995  3.8627  1.7730  0.36
H  -4.1356  4.9341  -0.1301  0.26
H  -2.7177  5.9509  -1.4994  0.29
O  0.6077  1.8867  -5.1451  0.31
C  0.4818  1.9191  -6.5730  -0.66
C  1.8630  3.8867  -7.4528  0.20
C  1.6724  2.5007  -7.3275  0.40
H  1.1360  4.5820  -7.0560  0.88
C  2.9945  4.3787  -8.1089  -1.34
H  0.4204  0.8638  -6.8583  0.55
C  2.5689  1.6225  -7.9258  -0.26
H  3.1312  5.4574  -8.1830  0.35
C  3.8978  3.4974  -8.7007  -0.59
C  3.6707  2.1103  -8.6196  -0.70
H  2.3896  0.5441  -7.8035  0.25
H  4.7394  3.8856  -9.2595  0.39
H  4.3370  1.3815  -9.0991  0.37
Si  1.2746  3.3539  -4.2648  1.87
Cl  -0.5507  4.3525  -4.0762  -0.59
C  1.9949  5.1455  -4.6457  -1.61
C  3.0916  2.5850  -4.6712  -1.28
C  1.7054  2.9594  -2.4828  -0.51
H  2.9285  5.1556  -5.2116  0.33
H  2.1737  5.5367  -3.6206  0.31
H  1.3112  5.8538  -5.1368  0.37
H  0.9009  3.0505  -1.7493  -0.19
H  2.4644  3.6949  -2.1780  0.34
H  2.1570  1.9672  -2.3754  -0.12
H  3.5927  3.0489  -5.5171  0.28
H  2.9855  1.5326  -4.9453  0.07
H  3.7972  2.6074  -3.8313  0.28
N  -0.6200  0.4329  -0.9642  -0.01
C  -0.6852  0.6465  0.3625  -0.20
C  0.5629  0.2813  0.8742  -0.75
C  1.3303  -0.1343  -0.2304  -0.72
N  0.5928  -0.0456  -1.3651  0.31
H  -1.3672  0.5218  -1.6547  0.14
H  -1.5695  1.0446  0.8528  0.51
H  0.8809  0.3530  1.9098  0.34
H  2.3680  -0.4170  -0.2495  0.41

Forces on the atoms, in the same order (eV/Å):
C -0.30 0.08 0.28
C 0.96 0.58 -1.22
H -0.13 -0.28 0.06
H -0.01 0.08 -0.19
H 0.03 0.10 0.21
C 0.28 -1.09 0.88
C -0.68 0.51 -0.36
H 0.01 -0.26 0.30
H 0.18 -0.20 -0.06
H 0.13 0.07 0.10
H -0.29 -0.10 0.08
Cr 0.84 -0.11 -0.12
Cl -0.66 0.08 0.03
Cl 0.20 -0.15 -0.03
C -0.26 1.04 0.18
O 1.20 -0.97 -0.55
N -0.78 -0.02 0.08
C 0.10 0.14 -0.29
C -0.11 0.02 -0.11
H -0.16 0.31 0.04
H 0.13 0.14 -0.34
H -0.04 -0.36 0.19
H -0.28 0.18 0.21
H 0.26 0.21 -0.02
H -0.25 -0.34 -0.35
H -0.01 -0.17 0.49
H 0.04 0.21 0.01
H 0.20 0.29 -0.21
C 0.32 -0.10 0.24
C -0.08 -0.40 0.09
N 0.25 -0.26 0.60
H -0.30 0.03 -0.37
C 0.56 0.36 -0.71
O -1.21 0.03 0.79
H 0.08 -0.17 -0.13
H 0.11 0.05 -0.40
H -0.04 -0.08 0.43
H -0.04 0.09 -0.01
O -0.16 1.74 0.34
C -0.75 0.14 0.12
C 0.69 -0.44 -0.20
C -0.31 0.37 0.19
H 0.15 -0.11 0.16
C -0.37 -0.25 -0.01
H -0.08 -0.01 -0.01
C 0.01 -0.07 0.14
H 0.07 -0.23 0.00
C -0.35 -0.62 0.04
C 0.18 0.19 -0.14
H 0.19 0.51 -0.12
H 0.10 -0.04 0.04
H -0.12 0.49 0.17
Si 3.93 -1.31 -1.02
Cl -2.54 0.19 0.14
C -0.09 0.31 0.07
C 0.23 -0.39 -0.53
C -1.00 -0.06 1.08
H 0.10 -0.10 0.20
H 0.02 -0.05 -0.47
H 0.09 -0.20 0.19
H -0.08 -0.03 0.12
H -0.10 -0.18 -0.20
H -0.04 0.16 -0.07
H 0.22 0.14 -0.21
H 0.06 -0.21 0.06
H -0.04 0.27 0.12
N 0.41 -0.21 -0.10
C 0.95 -0.35 -0.13
C -0.32 0.20 -0.06
C -1.39 0.60 -0.55
N -0.50 0.53 1.48
H 0.48 -0.22 0.12
H 0.26 -0.18 -0.26
H -0.09 -0.05 -0.34
H -0.11 -0.11 -0.21

**M**: 607.039 g mol⁻¹
**2S+1**: 5
**Maximum force**: 4.3 eV/A
**Orbital gap (alpha / beta)**: 6.5 / 6.5 eV
**Charge**: -1
**E_LUMO (alpha / beta)**: 2.41 / 2.40 eV
**Expectation value of S²**: 6.014
**Relative energy (zero: lowest compared OMol25 entry of this formula, charge and spin)**: 1.2301 eV

---

Entry 4:
The following is a DFT calculation (the ωB97M-V functional and the def2-TZVPD basis) of a 2-piece molecular cluster, C12H23BN4O5PS overall in a non-equilibrium geometry.

Each line ends with the Mulliken charge.
Atoms and positions in Å:
C  5.4934  0.1048  -1.7249  -0.81
C  4.2817  0.8014  -1.4507  -0.02
B  2.9473  1.6257  -0.8865  1.39
O  1.8393  0.6938  -0.4733  -0.68
C  0.4789  0.9960  -1.0311  1.02
C  -0.6488  0.8692  0.1827  -0.47
N  -1.9459  0.2238  -0.2496  -0.64
N  0.0156  -0.0844  -1.9816  -0.50
C  0.7128  -0.0811  -3.1644  0.26
S  1.1132  0.1265  -4.8394  -0.20
C  0.8135  2.5036  -1.5811  0.38
C  -0.2052  3.1628  -2.7328  -0.41
C  0.3258  3.7221  -4.0316  -0.63
P  0.8458  3.9703  -0.3017  0.68
N  -0.6613  4.6300  -0.3966  -0.91
O  1.9498  5.2555  -0.7954  -0.53
O  1.0677  3.4473  1.3439  -0.48
O  2.2695  2.4574  -1.9427  -0.68
H  6.5289  -0.4874  -1.7128  0.29
H  3.3911  2.3497  -0.0680  -0.35
H  -0.9219  1.8969  0.6770  0.19
H  -0.1716  0.1920  1.0238  0.09
H  -2.3592  0.6597  -1.1023  0.25
H  -1.8896  -0.8162  -0.3084  0.27
H  -1.3774  3.2147  -2.5712  0.24
H  0.0457  3.2011  -5.0432  0.21
H  1.0006  4.6840  -4.0653  0.12
H  -0.5732  5.6379  -0.7246  0.23
H  1.8147  5.3672  -1.7934  0.35
H  2.0251  3.6909  1.5903  0.35
C  -1.2459  -4.9314  3.4434  -1.38
C  -2.0271  -3.6196  3.4332  0.32
C  -2.7545  -3.3429  2.0971  -0.78
O  -1.8978  -2.8874  1.0450  -0.21
C  -1.2039  -3.9217  0.3649  -0.71
N  -1.1194  -2.5193  3.7907  -0.74
H  -0.3110  -4.8681  2.8799  0.28
H  -0.9807  -5.2072  4.4691  0.35
H  -1.8446  -5.7464  3.0249  0.33
H  -2.7951  -3.6960  4.2134  0.40
H  -3.4703  -2.5292  2.2653  0.33
H  -3.3437  -4.2096  1.7709  0.39
H  -1.7977  -4.8373  0.2865  0.33
H  -0.2538  -4.1230  0.8635  0.25
H  -0.9760  -3.5705  -0.6457  0.22
H  -1.6640  -1.6613  3.8772  0.29
H  -0.5210  -2.3441  2.9757  0.33

Forces on the atoms, in the same order (eV/Å):
C -7.40 4.24 2.46
C 9.60 -5.65 -2.07
B -1.01 -0.80 -1.67
O -2.45 0.07 -0.49
C 1.99 0.61 2.89
C -0.13 -0.14 0.45
N 0.72 0.30 0.19
N 5.61 0.97 -7.36
C -3.71 1.26 1.77
S -0.96 -1.07 5.24
C 1.65 1.63 -0.50
C 1.70 0.62 -2.70
C -0.99 -0.87 2.57
P -3.68 1.99 0.47
N 2.64 0.32 -0.35
O -1.24 -2.46 -0.52
O 2.59 1.92 -2.49
O -2.96 0.01 -0.52
H -3.04 1.76 -0.15
H 0.13 0.44 1.13
H 0.79 -1.83 -1.17
H -0.84 1.40 -1.85
H 0.74 -0.74 1.02
H 0.08 1.47 -0.22
H 2.56 -1.49 -0.42
H -0.58 1.91 1.96
H -0.19 -2.88 0.12
H -0.16 -1.64 0.77
H 0.30 -0.54 1.96
H -1.80 -0.85 -0.41
C 0.03 -0.22 0.15
C 0.31 0.08 -0.34
C 0.05 0.41 0.05
O -0.49 -0.48 0.27
C 0.24 0.34 -0.14
N -0.17 0.09 -0.33
H -0.15 0.07 0.02
H -0.02 0.11 -0.12
H 0.05 0.05 0.00
H -0.01 0.10 -0.13
H 0.19 0.00 -0.08
H 0.15 -0.11 -0.04
H -0.01 0.00 0.11
H 0.00 -0.23 -0.06
H -0.08 0.05 0.14
H 0.11 -0.12 0.08
H -0.13 -0.08 0.34

**M**: 377.192 g mol⁻¹
**2S+1**: 1
**Maximum force**: 11.3 eV/A
**Orbital gap**: 7.3 eV
**Charge**: -1
**E_LUMO**: 2.35 eV